Entry 1:
{"formula": "C8H8", "method": "wB97M-V/def2-TZVPD", "symbols": ["C", "C", "C", "C", "C", "C", "H", "H", "H", "H", "H", "H", "C", "C", "H", "H"], "positions_angstrom": [[-1.8099, -1.1626, -0.5457], [-1.0975, -0.8888, 0.6167], [0.0808, -0.1954, 0.5548], [0.4278, 0.2778, -0.7055], [-0.4357, 0.2390, -1.8386], [-1.4810, -0.5531, -1.7799], [-2.8119, -1.8015, -0.4470], [-1.1619, -1.4849, 1.5370], [0.8746, -0.1611, 1.3296], [1.4769, 0.6715, -0.7008], [-0.0844, 0.6946, -2.8102], [-2.1005, -0.8286, -2.6300], [2.1922, 0.7004, 2.0161], [1.9346, 1.8411, 1.6581], [2.5506, -0.2051, 2.4907], [1.4452, 2.8568, 1.2548]], "lowdin_charge": [-0.094, -0.116, -0.137, -0.087, -0.116, -0.144, 0.139, 0.107, 0.017, 0.102, 0.123, 0.105, -0.064, -0.009, 0.061, 0.113], "multiplicity": 1, "fmax_ev_per_a": 5.0, "e_lumo_ev": 1.07, "orbital_gap_ev": 9.98, "smiles": "c1ccccc1.C#C", "e_homo_ev": -8.92}

Entry 2:
{"formula": "C8H8BF4O6Tl", "method": "wB97M-V/def2-TZVPD", "symbols": ["Tl", "C", "C", "C", "O", "C", "C", "C", "O", "O", "O", "H", "H", "B", "F", "F", "F", "F", "C", "C", "O", "O", "H", "H", "H", "H", "H", "H"], "positions_angstrom": [[0.3255, 0.0366, -0.3821], [-3.1383, 0.8266, 0.6510], [-1.9088, 0.2853, 0.2101], [-1.4791, -1.1210, 0.7419], [-0.2853, -1.4922, 0.6627], [-2.5564, -1.9253, 1.2783], [-3.7897, -1.3868, 1.6246], [-4.0943, 0.0713, 1.2086], [-5.2093, 0.6426, 1.6749], [-4.6042, -2.2182, 2.2454], [-1.1620, 1.0812, -0.4006], [-3.3679, 1.7617, 0.1618], [-2.2540, -2.9398, 1.4924], [2.2146, -1.7119, -0.1989], [0.9191, -2.1653, -0.3063], [2.6946, -1.8602, 1.0643], [3.0466, -2.3346, -1.0159], [2.2112, -0.4033, -0.6548], [2.7947, 1.5349, -0.4973], [1.8637, 1.9534, -1.6451], [1.2230, 0.8254, -2.1058], [1.9870, 0.9388, 0.5054], [3.4002, 2.3978, -0.2202], [3.5032, 0.7420, -0.7374], [2.3964, 2.4936, -2.4278], [1.0559, 2.5922, -1.2881], [1.6627, 0.5528, -2.9145], [2.5510, 0.8226, 1.2735]], "lowdin_charge": [1.273, 0.023, -0.318, -0.277, -0.054, 0.045, -0.279, -0.274, 0.008, 0.000, -0.055, 0.137, 0.126, -1.372, 0.096, 0.222, 0.247, -0.043, -0.137, -0.162, -0.060, -0.070, 0.147, 0.159, 0.154, 0.142, 0.163, 0.160], "multiplicity": 1, "fmax_ev_per_a": 11.3, "e_lumo_ev": -1.21, "orbital_gap_ev": 6.67, "e_homo_ev": -7.88}

Entry 3:
{"formula": "C8H8BrNO2S", "method": "wB97M-V/def2-TZVPD", "symbols": ["C", "N", "S", "O", "O", "C", "C", "C", "C", "C", "C", "C", "Br", "H", "H", "H", "H", "H", "H", "H", "H"], "positions_angstrom": [[-0.7079, -3.7748, -1.6570], [-0.4497, -2.5446, -1.7200], [-1.9247, -1.5640, -1.4698], [-2.8704, -2.3241, -0.6897], [-2.2449, -1.1285, -2.7841], [-1.3278, -0.2587, -0.4256], [-1.9223, -0.0976, 0.8878], [-1.6659, 1.0543, 1.6903], [-0.6431, 1.8812, 1.2352], [0.1322, 1.6551, 0.1258], [-0.2700, 0.6010, -0.7681], [0.3787, 0.3798, -2.1440], [1.0981, 1.6681, -3.4467], [-1.7228, -4.0517, -1.3341], [0.1151, -4.4735, -1.7200], [-2.5674, -0.7911, 1.1749], [-2.0904, 1.0824, 2.7327], [-0.2680, 2.7141, 1.8012], [1.0780, 2.1983, -0.0981], [1.2538, -0.4410, -2.0163], [-0.4234, -0.1713, -2.7134]], "lowdin_charge": [-0.059, -0.070, 0.677, -0.311, -0.282, -0.219, -0.015, -0.040, -0.101, -0.030, -0.239, -0.596, 0.594, 0.078, 0.082, 0.048, 0.128, 0.102, 0.128, 0.112, 0.013], "multiplicity": 1, "fmax_ev_per_a": 5.2, "e_lumo_ev": -0.04, "orbital_gap_ev": 9.62, "smiles": "C=NS(=O)(=O)c1ccccc1CBr", "e_homo_ev": -9.66}

Entry 4:
{"formula": "C8H8Cl2N2O3RuTl", "method": "wB97M-V/def2-TZVPD", "symbols": ["Tl", "Ru", "Cl", "Cl", "C", "C", "C", "O", "O", "O", "C", "C", "C", "C", "N", "N", "C", "H", "H", "H", "H", "H", "H", "H", "H"], "positions_angstrom": [[0.8684, -0.3673, -2.9908], [-0.7873, 0.1609, 0.0909], [-0.2428, -2.0230, -0.8164], [-1.7051, 2.1800, 0.4722], [0.9079, 0.4989, 0.5294], [0.2683, -2.6992, -4.4013], [0.4762, 1.3057, -5.3133], [2.0394, 0.6854, 0.8469], [0.1826, -3.7622, -4.8119], [0.5354, 2.0095, -6.2097], [0.2900, -2.6566, 4.5722], [-0.5831, -1.9316, 3.6376], [-1.9670, -1.7811, 3.5766], [-2.2604, -0.9889, 2.4619], [-1.0827, -0.6238, 1.8945], [-0.0909, -1.2285, 2.6143], [-3.5469, -0.5850, 1.8765], [0.2151, -2.2294, 5.5813], [-0.0255, -3.7076, 4.6356], [1.3438, -2.6324, 4.2725], [-2.6869, -2.2040, 4.2546], [0.9046, -1.1604, 2.3951], [-4.1517, -1.4756, 1.6490], [-4.1169, 0.0242, 2.5914], [-3.4059, -0.0020, 0.9598]], "lowdin_charge": [1.065, 0.817, 0.137, 0.423, -0.352, 0.019, 0.055, 0.228, 0.202, 0.215, 0.080, -0.139, 0.251, -0.192, -0.121, 0.131, 0.041, 0.152, 0.147, 0.123, 0.189, 0.185, 0.147, 0.150, 0.050], "total_charge": 4, "multiplicity": 6, "fmax_ev_per_a": 9.5, "e_lumo_ev": [-16.22, -19.50], "orbital_gap_ev": [7.29, 4.93], "s2": 8.786, "e_homo_ev": [-23.51, -24.43]}

Entry 5:
{"formula": "C8H8Cl2O3S", "method": "wB97M-V/def2-TZVPD", "symbols": ["C", "C", "C", "C", "Cl", "C", "C", "Cl", "O", "C", "O", "O", "C", "S", "H", "H", "H", "H", "H", "H", "H", "H"], "positions_angstrom": [[2.0657, 0.5265, -1.0021], [1.3528, -0.4686, -0.3612], [0.0824, -0.3132, 0.4556], [-1.2867, -0.0758, -0.1260], [-2.5314, 0.1884, 1.0856], [-1.6687, -0.0883, -1.3986], [-0.7244, -0.3555, -2.5307], [-3.3038, 0.1779, -1.8706], [-0.0621, -1.5324, 1.2244], [0.0014, -1.2691, 2.5577], [0.0222, -2.1365, 3.3856], [0.0644, 0.0625, 2.7987], [0.4946, 0.6727, 1.5779], [-0.0924, 2.3931, 1.4738], [2.9985, 0.8932, -0.5976], [1.6861, 0.9052, -1.9426], [1.7697, -1.4716, -0.3872], [-1.2616, -0.5429, -3.4505], [-0.0570, -1.1899, -2.3476], [-0.1072, 0.5235, -2.6885], [1.5663, 0.7529, 1.6927], [-1.0089, 2.3479, 2.4512]], "lowdin_charge": [0.039, -0.076, -0.421, -0.581, 0.729, -0.713, -0.096, 0.703, 0.074, -0.551, 0.170, 0.014, -0.570, 0.810, 0.069, 0.049, 0.132, 0.070, 0.087, 0.069, 0.109, -0.116], "multiplicity": 1, "fmax_ev_per_a": 2.2, "e_lumo_ev": -1.12, "orbital_gap_ev": 7.73, "smiles": "C=C[C@@]1(/C(Cl)=C(\\C)Cl)OC(=O)O[C@@H]1S", "e_homo_ev": -8.85}

Entry 6:
{"formula": "C8H8Cl2O6PS", "method": "wB97M-V/def2-TZVPD", "symbols": ["O", "C", "Cl", "C", "S", "P", "O", "Cl", "H", "H", "H", "H", "C", "C", "C", "O", "C", "C", "C", "O", "O", "O", "H", "H", "H", "H"], "positions_angstrom": [[-0.3957, -2.1036, 2.3677], [-1.2860, -2.0243, 1.3744], [-0.9550, -0.7439, 0.0261], [-2.6247, -2.9525, 1.1891], [-3.5858, -3.2650, 2.7804], [-5.4739, -2.2754, 2.4797], [-5.8859, -2.1164, 0.7952], [-5.1596, -0.2864, 3.1920], [-3.3149, -2.4430, 0.3807], [-2.3417, -4.0251, 0.7663], [-3.9233, -4.6458, 2.8927], [-6.4436, -2.8779, 0.4580], [2.0222, 3.0040, -1.9868], [3.3231, 3.1797, -2.2271], [4.3507, 2.3021, -1.6015], [5.5373, 2.4758, -1.8561], [3.8906, 1.2478, -0.6842], [2.5900, 1.0745, -0.4414], [1.5613, 1.9343, -1.0884], [0.3723, 1.7390, -0.8598], [2.1508, 0.0874, 0.4217], [3.7640, 4.1847, -3.0683], [1.2645, 3.6332, -2.4365], [4.6490, 0.6286, -0.2225], [1.1717, 0.1638, 0.4288], [4.7426, 4.1043, -3.0801]], "lowdin_charge": [-0.027, -0.567, 0.696, -0.376, 0.756, 0.426, -0.385, 0.237, 0.099, 0.142, 0.044, 0.095, 0.078, -0.202, -0.300, 0.120, 0.084, -0.208, -0.304, 0.035, 0.051, 0.090, 0.139, 0.140, 0.017, 0.121], "total_charge": 1, "multiplicity": 1, "fmax_ev_per_a": 9.5, "e_lumo_ev": -5.47, "orbital_gap_ev": 6.04, "e_homo_ev": -11.50}

Entry 7:
{"formula": "C8H8Cl3NOS", "method": "wB97M-V/def2-TZVPD", "symbols": ["O", "Cl", "Cl", "Cl", "N", "C", "C", "C", "C", "C", "S", "C", "C", "C", "H", "H", "H", "H", "H", "H", "H", "H"], "positions_angstrom": [[-1.6554, 0.7973, -0.4659], [-0.1275, -3.8534, 2.2224], [-0.6824, 2.2387, 3.4280], [-0.3614, -1.9425, -0.1418], [-0.2228, -1.7307, 3.8219], [-0.3239, -0.3921, 4.0946], [-0.2581, -2.1356, 2.5356], [-0.4504, 0.5460, 3.0822], [-0.3522, -1.2553, 1.4811], [-0.4728, 0.1233, 1.7411], [-0.6266, 1.4049, 0.4041], [2.5296, 1.9676, -2.2497], [0.9092, 1.0906, -0.5687], [1.2564, 2.2992, -1.4154], [-0.3472, -0.0724, 5.1212], [2.3636, 1.0234, -2.7223], [2.6415, 2.7053, -3.0577], [3.4559, 1.9544, -1.6395], [0.7210, 0.2395, -1.2209], [1.7671, 0.9056, 0.0877], [0.4177, 2.4674, -2.0732], [1.4607, 3.2606, -0.8229]], "lowdin_charge": [-0.539, 0.662, 0.679, 0.711, 0.076, -0.126, -0.731, -0.640, -0.603, -0.348, 0.931, -0.105, -0.373, -0.310, 0.108, 0.058, 0.074, 0.084, 0.058, 0.105, 0.097, 0.131], "multiplicity": 1, "fmax_ev_per_a": 2.1, "e_lumo_ev": -0.47, "orbital_gap_ev": 8.91, "e_homo_ev": -9.37}

Entry 8:
{"formula": "C8H8ClFNOS", "method": "wB97M-V/def2-TZVPD", "symbols": ["H", "N", "C", "C", "C", "C", "C", "O", "S", "C", "C", "C", "F", "Cl", "H", "H", "H", "H", "H", "H", "H"], "positions_angstrom": [[-0.8314, -1.7504, -3.2029], [-0.2620, -1.0157, -2.7874], [-0.2226, -0.9373, -1.5224], [0.7623, -0.0862, -0.8988], [0.4693, 0.4258, 0.5101], [1.6196, 1.3151, 0.9681], [2.7471, 0.2709, 1.2211], [3.1692, -0.4537, 0.3197], [3.3095, 0.2088, 2.7671], [-0.6138, -0.0471, 1.1352], [-1.6313, -0.9385, 0.5073], [-0.9604, -1.8702, -0.4464], [-1.8663, -2.7109, -1.1493], [0.2715, -3.0058, 0.2715], [1.0977, 0.6897, -1.7454], [1.7897, -0.5921, -0.7579], [1.8142, 1.9135, 0.1765], [1.3902, 1.7915, 1.8058], [-0.5946, 0.3541, 2.1008], [-2.0189, -1.5677, 1.2761], [-2.2831, -0.4284, -0.0946]], "lowdin_charge": [0.046, 0.143, -0.375, -0.151, -0.214, -0.145, -1.062, -0.143, 0.473, -0.063, -0.155, -0.688, -0.070, 0.698, 0.169, 0.121, 0.076, 0.032, 0.095, 0.113, 0.101], "total_charge": -1, "multiplicity": 1, "fmax_ev_per_a": 5.6, "e_lumo_ev": 3.25, "orbital_gap_ev": 6.84, "smiles": "[H]/N=C1/CC(CC([O-])=S)=CC[C@]1(F)Cl", "e_homo_ev": -3.59}

Entry 9:
{"formula": "C8H8ClNO", "method": "wB97M-V/def2-TZVPD", "symbols": ["C", "C", "C", "N", "C", "C", "C", "C", "O", "C", "Cl", "H", "H", "H", "H", "H", "H", "H", "H"], "positions_angstrom": [[-0.3176, -2.0955, 2.3640], [0.0733, -1.6237, 1.3539], [0.4551, -1.0385, 0.1118], [-0.0242, 0.3490, -0.1243], [0.7950, 1.5079, 0.2533], [1.9949, 1.5425, -0.7080], [2.9641, 1.6863, -1.3579], [-1.3001, 0.6157, -0.3783], [-1.8300, 1.7916, -0.4613], [-2.2988, -0.6103, -0.7301], [-1.8797, -1.2893, -2.2645], [-0.6261, -2.3024, 3.2641], [0.2777, -1.6344, -0.5456], [1.6395, -0.8494, 0.0572], [0.2949, 2.4843, 0.3073], [1.3565, 1.4082, 1.2241], [3.8387, 1.6373, -1.9001], [-2.2316, -1.3183, 0.2947], [-3.1816, -0.2612, -0.7602]], "lowdin_charge": [0.162, -0.099, -0.147, -0.054, -0.112, -0.105, 0.107, -0.437, -0.017, -0.508, 0.644, -0.015, -0.005, 0.187, 0.126, 0.139, 0.011, 0.149, -0.026], "multiplicity": 1, "fmax_ev_per_a": 12.2, "e_lumo_ev": 0.70, "orbital_gap_ev": 10.33, "smiles": "C#CCN(CC#C)C(=O)CCl", "e_homo_ev": -9.62}

Entry 10:
{"formula": "C8H8ClNO2", "method": "wB97M-V/def2-TZVPD", "symbols": ["C", "C", "C", "C", "C", "C", "C", "C", "N", "O", "O", "Cl", "H", "H", "H", "H", "H", "H", "H", "H"], "positions_angstrom": [[-0.2465, -1.1761, -1.0940], [0.7682, -0.7671, -1.9434], [-0.0073, -1.4364, 0.2618], [2.0503, -0.5454, -1.5212], [1.2722, -1.3225, 0.7376], [2.2700, -0.7172, -0.0856], [3.4516, -0.4664, 0.3726], [-0.8927, 1.8362, 1.4458], [1.3093, 2.3988, 0.5460], [4.4273, 0.0438, 0.7021], [0.5499, 1.6200, 1.3243], [0.7659, 2.3163, -1.1464], [-1.1840, -1.5475, -1.6260], [0.6925, -0.4233, -3.0422], [-0.8232, -1.6330, 0.9243], [2.7933, -0.0102, -2.0436], [1.5779, -1.3352, 1.7037], [-1.0834, 2.8695, 1.4776], [-1.2399, 1.4845, 2.3170], [-1.4051, 1.4349, 0.4279]], "lowdin_charge": [-0.129, -0.176, -0.096, -0.076, -0.035, -0.244, -0.136, -0.055, -0.291, 0.218, -0.306, 0.562, 0.122, 0.137, 0.102, 0.097, 0.083, 0.060, 0.040, 0.123], "multiplicity": 1, "fmax_ev_per_a": 6.5, "e_lumo_ev": [-0.05, -0.68], "orbital_gap_ev": [9.27, 5.61], "e_homo_ev": [-9.32, -6.29]}

Entry 11:
{"formula": "C8H8F3IN5O2S", "method": "wB97M-V/def2-TZVPD", "symbols": ["N", "C", "N", "C", "I", "N", "S", "O", "O", "C", "F", "F", "F", "N", "H", "H", "H", "N", "C", "C", "C", "C", "C", "H", "H", "H", "H", "H"], "positions_angstrom": [[0.8114, 5.3030, 2.3185], [0.4990, 4.0346, 1.8920], [-0.8095, 3.6032, 1.2636], [-0.5505, 2.1156, 1.0714], [-1.9709, 0.6906, 0.2117], [0.8525, 1.8148, 1.5714], [1.7556, 0.3233, 1.6723], [3.2320, 0.4160, 1.2183], [1.0660, -0.8876, 0.9441], [1.7480, -0.1601, 3.5207], [2.9826, -0.9057, 3.8683], [0.4948, -0.9066, 3.8708], [1.7376, 1.0559, 4.4161], [1.5330, 2.9426, 2.0643], [0.0263, 5.8520, 2.7727], [1.7703, 5.7209, 2.2937], [2.5006, 3.0126, 2.4684], [-2.0646, -1.5637, -3.1713], [-1.2261, -2.1911, -2.3176], [-0.8038, -3.5014, -2.4758], [-1.2716, -4.2156, -3.5738], [-2.1378, -3.5974, -4.4697], [-2.5006, -2.2820, -4.2288], [-0.8915, -1.5931, -1.4750], [-0.1270, -3.9541, -1.7601], [-0.9636, -5.2453, -3.7303], [-2.5205, -4.1270, -5.3348], [-3.1715, -1.7545, -4.9010]], "lowdin_charge": [0.145, -0.215, 0.119, -0.533, 1.047, -0.246, 0.896, -0.271, -0.332, -0.245, 0.057, 0.031, -0.008, 0.085, 0.162, 0.151, 0.197, 0.041, -0.182, -0.071, -0.069, -0.066, -0.146, 0.027, 0.104, 0.110, 0.107, 0.105], "total_charge": 1, "multiplicity": 1, "fmax_ev_per_a": 9.0, "e_lumo_ev": -5.42, "orbital_gap_ev": 6.34, "e_homo_ev": -11.75}

Entry 12:
{"formula": "C8H8F3N", "method": "wB97M-V/def2-TZVPD", "symbols": ["C", "C", "C", "C", "C", "C", "C", "C", "N", "F", "F", "F", "H", "H", "H", "H", "H", "H", "H", "H"], "positions_angstrom": [[-3.2800, 0.2234, 0.0426], [-2.5513, 1.1645, -0.6938], [-2.6455, -0.7676, 0.7726], [-1.2256, 0.9961, -0.8173], [-1.1662, -0.7681, 0.8110], [-0.6323, 0.0076, -0.1279], [2.8714, 0.8118, 0.1674], [2.0564, -0.2699, -0.4539], [2.1734, -1.4920, 0.3230], [4.0871, 0.3221, 0.6484], [2.1418, 1.2901, 1.2080], [2.2230, -0.5249, -1.7992], [-4.3206, 0.4151, -0.0471], [-3.0863, 2.0225, -1.1557], [-3.1864, -1.3373, 1.6219], [-0.7846, 1.8115, -1.4317], [-0.5556, -1.5021, 1.2675], [3.2100, 1.6556, -0.5523], [1.5958, -2.1026, -0.2386], [3.0754, -1.9558, 0.4549]], "lowdin_charge": [-0.110, -0.115, -0.054, -0.133, -0.073, -0.008, -0.339, -0.251, 0.087, 0.022, 0.059, 0.021, 0.089, 0.122, 0.128, 0.124, 0.081, 0.181, 0.074, 0.094], "multiplicity": 1, "fmax_ev_per_a": 3.6, "e_lumo_ev": [-0.19, 0.00], "orbital_gap_ev": [8.62, 9.09], "e_homo_ev": [-8.80, -9.09]}